Density functional theory data (the ωB97M-V functional and the def2-TZVPD basis) for a cluster of 12 separate species, C17H58N4O12 in total at a distorted geometry.

Relative energy (zero: lowest compared OMol25 entry of this formula, charge and spin), eV: 7.328
Charge: 0
SMILES string: NC(N)=O.NC(N)=O.CCO.CCO.CCO.CCO.CCO.CO.CO.CO.CO.CO

Last columns: bonded neighbours and bond lengths (Å).
Geometry (Å):
1 N 0.12 -3.50 -3.19  C2 1.291, H5 1.063, H6 0.995
2 C -0.51 -3.41 -2.06  N1 1.291, N3 1.296, O4 1.362
3 N -1.79 -3.50 -2.22  C2 1.296, H7 1.024, H8 1.020
4 O 0.07 -3.11 -0.86  C2 1.362
5 H 1.17 -3.61 -3.20  N1 1.063
6 H -0.35 -3.56 -4.06  N1 0.995
7 H -2.38 -3.45 -1.38  N3 1.024
8 H -2.18 -3.81 -3.11  N3 1.020
9 N 1.89 -0.96 -1.98  C10 1.270, H13 1.086, H14 1.018
10 C 2.90 -0.38 -1.48  N9 1.270, N11 1.268, O12 1.427
11 N 2.97 -0.56 -0.22  C10 1.268, H15 1.048, H16 1.033
12 O 3.83 0.47 -2.16  C10 1.427
13 H 1.59 -0.74 -2.99  N9 1.086
14 H 1.27 -1.60 -1.48  N9 1.018
15 H 3.85 -0.19 0.19  N11 1.048
16 H 2.60 -1.42 0.22  N11 1.033
17 C -3.13 4.91 0.20  C18 1.551, H20 1.068, H21 1.086, H22 1.133
18 C -2.33 3.93 -0.70  C17 1.551, O19 1.404, H23 1.081, H24 1.114
19 O -2.97 3.59 -1.90  C18 1.404, H25 0.979
20 H -4.06 4.56 0.59  C17 1.068
21 H -3.44 5.77 -0.40  C17 1.086
22 H -2.47 5.36 0.99  C17 1.133
23 H -2.03 3.08 -0.11  C18 1.081
24 H -1.34 4.43 -0.80  C18 1.114
25 H -2.40 3.09 -2.51  O19 0.979
26 C -1.62 0.26 1.54  C27 1.470, H29 1.028, H30 1.027, H31 1.069
27 C -0.25 -0.23 1.30  C26 1.470, O28 1.377, H32 1.059, H33 1.104
28 O 0.57 0.58 0.55  C27 1.377, H34 0.998
29 H -1.71 0.98 2.27  C26 1.028
30 H -2.09 -0.56 1.94  C26 1.027
31 H -2.15 0.55 0.66  C26 1.069
32 H -0.23 -1.13 0.75  C27 1.059
33 H 0.20 -0.38 2.30  C27 1.104
34 H 1.44 0.18 0.28  O28 0.998
35 C 3.04 -3.31 3.03  C36 1.549, H38 1.106, H39 1.094, H40 1.137
36 C 1.76 -3.30 2.15  C35 1.549, O37 1.359, H41 1.167, H42 1.081
37 O 2.00 -2.97 0.86  C36 1.359, H43 0.976
38 H 2.64 -3.73 3.97  C35 1.106
39 H 3.58 -2.37 3.19  C35 1.094
40 H 3.96 -3.89 2.71  C35 1.137
41 H 1.06 -2.52 2.66  C36 1.167
42 H 1.24 -4.25 2.18  C36 1.081
43 H 1.13 -2.92 0.41  O37 0.976
44 C 2.99 0.81 2.56  C45 1.523, H47 1.081, H48 1.129, H49 1.111
45 C 4.51 0.77 2.63  C44 1.523, O46 1.339, H50 1.114, H51 1.069
46 O 5.03 -0.13 1.80  C45 1.339, H52 0.982
47 H 2.76 1.17 1.56  C44 1.081
48 H 2.55 1.46 3.38  C44 1.129
49 H 2.52 -0.17 2.79  C44 1.111
50 H 4.88 0.49 3.65  C45 1.114
51 H 4.86 1.74 2.37  C45 1.069
52 H 5.92 -0.38 2.11  O46 0.982
53 C -5.65 -0.05 0.48  C54 1.526, H56 1.122, H57 1.098, H58 1.112
54 C -5.09 0.25 -0.91  C53 1.526, O55 1.398, H59 1.119, H60 1.083
55 O -5.17 -0.93 -1.65  C54 1.398, H61 0.964
56 H -6.65 -0.57 0.47  C53 1.122
57 H -5.66 0.86 1.08  C53 1.098
58 H -4.92 -0.73 0.97  C53 1.112
59 H -3.99 0.42 -0.82  C54 1.119
60 H -5.62 1.10 -1.32  C54 1.083
61 H -4.97 -0.69 -2.56  O55 0.964
62 C -2.05 -0.19 -2.34  O63 1.455, H64 1.084, H65 1.081, H66 0.997
63 O -2.60 -1.08 -3.34  C62 1.455, H67 0.950
64 H -2.13 -0.64 -1.35  C62 1.084
65 H -2.49 0.80 -2.34  C62 1.081
66 H -1.08 -0.12 -2.56  C62 0.997
67 H -2.23 -1.92 -3.09  O63 0.950
68 C 0.32 3.60 2.02  O69 1.388, H70 1.058, H71 1.103, H72 1.066
69 O 0.77 3.22 0.76  C68 1.388, H73 1.020
70 H 1.07 3.59 2.76  C68 1.058
71 H -0.59 3.05 2.32  C68 1.103
72 H -0.05 4.60 2.04  C68 1.066
73 H 0.53 2.25 0.55  O69 1.020
74 C 3.97 2.96 -0.20  O75 1.446, H76 1.108, H77 1.047, H78 1.123
75 O 4.99 1.95 -0.40  C74 1.446, H79 0.975
76 H 4.11 3.57 0.72  C74 1.108
77 H 3.02 2.53 -0.18  C74 1.047
78 H 4.31 3.46 -1.15  C74 1.123
79 H 4.61 1.45 -1.15  O75 0.975
80 C -1.77 -5.21 1.43  O81 1.424, H82 1.115, H83 1.082, H84 1.085
81 O -1.34 -3.86 1.60  C80 1.424, H85 0.967
82 H -1.58 -5.64 0.42  C80 1.115
83 H -2.84 -5.28 1.55  C80 1.082
84 H -1.37 -5.90 2.17  C80 1.085
85 H -1.76 -3.26 0.96  O81 0.967
86 C 0.63 2.43 -2.75  O87 1.389, H88 1.083, H89 1.105, H90 1.118
87 O -0.60 2.62 -3.38  C86 1.389, H91 0.926
88 H 1.41 2.26 -3.48  C86 1.083
89 H 0.61 1.60 -2.03  C86 1.105
90 H 0.89 3.38 -2.22  C86 1.118
91 H -0.53 1.99 -4.05  O87 0.926

Density functional theory data (the ωB97M-V functional and the def2-TZVPD basis) for a cluster of 4 separate species, C30H38NO14 in total.

Charge: -1

Last columns: bonded neighbours and bond lengths (Å).
Geometry (Å):
1 C -2.25 -1.96 3.12  O2 1.417, H16 1.087, H17 1.094, H18 1.089
2 O -2.74 -1.31 1.95  C1 1.417, C3 1.413
3 C -2.10 -1.68 0.76  O2 1.413, C4 1.537, H19 1.100, H20 1.092
4 C -0.57 -1.87 0.83  C3 1.537, C5 1.550, H21 1.089, H22 1.091
5 C 0.07 -1.56 -0.55  C4 1.550, C6 1.536, H23 1.093, H24 1.094
6 C 0.93 -0.29 -0.49  C5 1.536, C7 1.541, H25 1.095, H26 1.094
7 C 1.33 0.27 -1.87  C6 1.541, C8 1.549, H27 1.092, H28 1.091
8 C 0.73 1.67 -2.15  C7 1.549, C9 1.553, H29 1.090, H30 1.091
9 C 0.31 1.90 -3.62  C8 1.553, C10 1.545, H31 1.093, H32 1.089
10 C -1.20 2.18 -3.81  C9 1.545, C11 1.545, H33 1.096, H34 1.092
11 C -1.50 3.68 -3.99  C10 1.545, C12 1.530, H35 1.096, H36 1.090
12 C -1.85 4.41 -2.69  C11 1.530, C13 1.540, H37 1.101, H38 1.093
13 C -1.46 5.89 -2.77  C12 1.540, N14 1.445, H39 1.105, H40 1.100
14 N -0.05 6.08 -3.02  C13 1.445, O15 1.478
15 O 0.09 6.34 -4.47  N14 1.478, H41 0.961
16 H -1.34 -1.47 3.45  C1 1.087
17 H -2.06 -3.02 2.96  C1 1.094
18 H -2.99 -1.82 3.90  C1 1.089
19 H -2.54 -2.60 0.34  C3 1.100
20 H -2.31 -0.88 0.04  C3 1.092
21 H -0.12 -1.21 1.56  C4 1.089
22 H -0.36 -2.91 1.08  C4 1.091
23 H 0.71 -2.39 -0.86  C5 1.093
24 H -0.69 -1.46 -1.32  C5 1.094
25 H 1.82 -0.53 0.11  C6 1.095
26 H 0.38 0.45 0.09  C6 1.094
27 H 2.41 0.38 -1.87  C7 1.092
28 H 1.05 -0.43 -2.67  C7 1.091
29 H -0.13 1.85 -1.49  C8 1.090
30 H 1.48 2.42 -1.89  C8 1.091
31 H 0.56 1.01 -4.20  C9 1.093
32 H 0.88 2.74 -4.02  C9 1.089
33 H -1.74 1.82 -2.92  C10 1.096
34 H -1.58 1.60 -4.65  C10 1.092
35 H -2.32 3.80 -4.71  C11 1.096
36 H -0.62 4.15 -4.43  C11 1.090
37 H -2.93 4.29 -2.50  C12 1.101
38 H -1.31 3.94 -1.87  C12 1.093
39 H -1.69 6.35 -1.80  C13 1.105
40 H -2.04 6.38 -3.58  C13 1.100
41 H 0.50 7.21 -4.51  O15 0.961
42 C 1.14 0.00 8.26  C43 1.341, C48 1.451, H52 1.081
43 C 0.58 -0.92 7.45  C42 1.341, C44 1.498, O51 1.334
44 C 0.55 -0.76 5.96  C43 1.498, O45 1.226, C46 1.445
45 O 0.03 -1.67 5.32  C44 1.226
46 C 1.12 0.43 5.38  C44 1.445, C47 1.344, H53 1.081
47 C 1.68 1.35 6.19  C46 1.344, C48 1.500, O50 1.328
48 C 1.74 1.19 7.67  C42 1.451, C47 1.500, O49 1.222
49 O 2.28 2.07 8.33  C48 1.222
50 O 2.23 2.48 5.73  C47 1.328, H54 0.976
51 O 0.01 -2.04 7.90  C43 1.334, H55 0.977
52 H 1.17 -0.11 9.33  C42 1.081
53 H 1.08 0.55 4.31  C46 1.081
54 H 2.55 2.95 6.52  O50 0.976
55 H -0.31 -2.50 7.11  O51 0.977
56 C -1.25 1.26 -8.53  C57 1.338, C62 1.456, H66 1.081
57 C -1.51 1.42 -9.83  C56 1.338, C58 1.502, O65 1.335
58 C -0.89 2.52 -10.64  C57 1.502, O59 1.223, C60 1.447
59 O -1.17 2.57 -11.83  C58 1.223
60 C 0.00 3.44 -9.97  C58 1.447, C61 1.344, H67 1.081
61 C 0.26 3.29 -8.66  C60 1.344, C62 1.504, O64 1.324
62 C -0.34 2.17 -7.86  C56 1.456, C61 1.504, O63 1.214
63 O -0.02 2.09 -6.69  C62 1.214
64 O 1.05 4.11 -7.98  C61 1.324, H68 0.979
65 O -2.33 0.62 -10.52  C57 1.335, H69 0.977
66 H -1.70 0.46 -7.94  C56 1.081
67 H 0.43 4.24 -10.56  C60 1.081
68 H 1.04 3.81 -7.05  O64 0.979
69 H -2.32 0.98 -11.43  O65 0.977
70 C 0.15 -7.07 6.57  C71 1.338, C76 1.455, H80 1.081
71 C 1.17 -7.64 7.22  C70 1.338, C72 1.505, O79 1.330
72 C 2.53 -6.99 7.31  C71 1.505, O73 1.219, C74 1.450
73 O 3.39 -7.58 7.94  C72 1.219
74 C 2.73 -5.71 6.66  C72 1.450, C75 1.342, H81 1.081
75 C 1.71 -5.14 6.00  C74 1.342, C76 1.508, O78 1.324
76 C 0.35 -5.78 5.93  C70 1.455, C75 1.508, O77 1.216
77 O -0.53 -5.18 5.33  C76 1.216
78 O 1.81 -3.97 5.38  C75 1.324, H82 0.980
79 O 1.08 -8.81 7.83  C71 1.330, H83 0.977
80 H -0.83 -7.52 6.50  C70 1.081
81 H 3.71 -5.26 6.72  C74 1.081
82 H 0.94 -3.77 4.99  O78 0.980
83 H 1.96 -8.98 8.22  O79 0.977

Density functional theory data (the ωB97M-V functional and the def2-TZVPD basis) for a cluster of 2 separate species, C27H46ClFN3O4S2 in total at a distorted geometry.

Relative energy (zero: lowest compared OMol25 entry of this formula, charge and spin), eV: 0.000
Charge: +1

Last columns: bonded neighbours and bond lengths (Å).
Geometry (Å):
1 C 3.84 2.96 -0.69  C2 1.587, H34 1.119, H35 1.118, H36 1.110
2 C 4.93 2.28 0.24  C1 1.587, N3 1.493, H37 1.118, H38 1.113
3 N 4.32 1.04 0.80  C2 1.493, C4 1.481, C6 1.418
4 C 4.39 0.99 2.28  N3 1.481, C5 1.595, H39 1.115, H40 1.117
5 C 3.60 2.19 2.97  C4 1.595, H41 1.118, H42 1.118, H43 1.112
6 C 4.88 -0.10 0.17  N3 1.418, S7 1.663, S8 1.813
7 S 4.87 -0.32 -1.47  C6 1.663
8 S 5.60 -1.43 1.18  C6 1.813, C9 1.833
9 C 4.99 -3.04 0.54  S8 1.833, C10 1.586, H44 1.118, H45 1.121
10 C 3.46 -3.04 0.15  C9 1.586, C11 1.560, H46 1.113, H47 1.119
11 C 2.61 -2.25 1.19  C10 1.560, C12 1.574, H48 1.122, H49 1.112
12 C 1.08 -2.62 1.14  C11 1.574, N13 1.320, C25 1.467
13 N 0.77 -3.53 0.24  C12 1.320, N14 1.317
14 N -0.50 -3.90 0.19  N13 1.317, C15 1.501, C18 1.340
15 C -0.87 -4.94 -0.83  N14 1.501, C16 1.577, H50 1.108, H51 1.118
16 C 0.22 -4.93 -1.96  C15 1.577, O17 1.425, H52 1.116, H53 1.126
17 O 1.33 -5.76 -1.64  C16 1.425, H54 0.973
18 C -1.39 -3.35 1.03  N14 1.340, Cl19 1.790, C20 1.439
19 Cl -3.06 -3.98 0.89  C18 1.790
20 C -1.18 -2.32 2.02  C18 1.439, C21 1.545, C25 1.478
21 C -2.28 -1.74 2.94  C20 1.545, C22 1.582, H55 1.113, H56 1.120
22 C -3.48 -1.10 2.15  C21 1.582, C23 1.568, F24 1.399, H57 1.119
23 C -4.22 -0.02 3.02  C22 1.568, H58 1.112, H59 1.117, H60 1.114
24 F -3.11 -0.62 0.89  C22 1.399
25 C 0.23 -1.89 2.09  C12 1.467, C20 1.478, C26 1.535
26 C 0.70 -0.81 3.07  C25 1.535, C27 1.587, H61 1.118, H62 1.111
27 C 0.10 0.58 2.60  C26 1.587, C28 1.576, H63 1.121, H64 1.116
28 C 0.58 1.02 1.17  C27 1.576, C29 1.581, H65 1.117, H66 1.114
29 C -0.54 0.87 0.07  C28 1.581, O30 1.440, H67 1.118, H68 1.110
30 O 0.10 1.09 -1.20  C29 1.440, C31 1.383
31 C -0.61 1.97 -2.00  O30 1.383, C32 1.579, O33 1.209
32 C -1.05 1.56 -3.46  C31 1.579, H69 1.113, H70 1.116, H71 1.117
33 O -0.90 3.09 -1.65  C31 1.209
34 H 3.05 3.36 0.00  C1 1.119
35 H 3.35 2.13 -1.26  C1 1.118
36 H 4.27 3.73 -1.36  C1 1.110
37 H 5.86 2.04 -0.34  C2 1.118
38 H 5.24 3.02 1.01  C2 1.113
39 H 5.45 1.04 2.61  C4 1.115
40 H 3.91 0.06 2.68  C4 1.117
41 H 2.82 1.79 3.66  C5 1.118
42 H 4.34 2.70 3.65  C5 1.118
43 H 3.20 2.91 2.23  C5 1.112
44 H 5.62 -3.44 -0.29  C9 1.118
45 H 5.10 -3.77 1.38  C9 1.121
46 H 3.33 -2.53 -0.84  C10 1.113
47 H 3.18 -4.12 0.08  C10 1.119
48 H 2.97 -2.53 2.22  C11 1.122
49 H 2.65 -1.15 1.08  C11 1.112
50 H -1.83 -4.69 -1.34  C15 1.108
51 H -0.88 -5.95 -0.36  C15 1.118
52 H 0.49 -3.90 -2.28  C16 1.116
53 H -0.29 -5.40 -2.85  C16 1.126
54 H 2.08 -5.41 -2.16  O17 0.973
55 H -1.86 -0.94 3.59  C21 1.113
56 H -2.65 -2.55 3.63  C21 1.120
57 H -4.23 -1.93 2.01  C22 1.119
58 H -3.68 0.95 3.01  C23 1.112
59 H -5.21 0.15 2.52  C23 1.117
60 H -4.34 -0.45 4.04  C23 1.114
61 H 1.81 -0.68 3.02  C26 1.118
62 H 0.45 -1.01 4.14  C26 1.111
63 H -1.02 0.54 2.57  C27 1.121
64 H 0.35 1.41 3.31  C27 1.116
65 H 0.79 2.12 1.22  C28 1.117
66 H 1.49 0.49 0.80  C28 1.114
67 H -0.87 -0.19 0.10  C29 1.118
68 H -1.39 1.56 0.28  C29 1.110
69 H -0.93 0.47 -3.67  C32 1.113
70 H -2.11 1.85 -3.64  C32 1.116
71 H -0.44 2.09 -4.23  C32 1.117
72 C -6.35 3.48 -3.98  C73 1.519, C76 1.517, H77 1.090, H78 1.094
73 C -5.66 4.08 -2.77  C72 1.519, C74 1.520, H79 1.093, H80 1.090
74 C -4.22 3.65 -2.98  C73 1.520, O75 1.434, H81 1.097, H82 1.091
75 O -4.03 3.57 -4.40  C74 1.434, C76 1.433
76 C -5.30 3.64 -5.06  C72 1.517, O75 1.433, H83 1.095, H84 1.091
77 H -7.30 3.96 -4.24  C72 1.090
78 H -6.55 2.41 -3.81  C72 1.094
79 H -5.74 5.17 -2.81  C73 1.093
80 H -6.07 3.74 -1.82  C73 1.090
81 H -4.02 2.66 -2.56  C74 1.097
82 H -3.51 4.36 -2.56  C74 1.091
83 H -5.37 4.62 -5.54  C76 1.095
84 H -5.35 2.87 -5.83  C76 1.091

Results for gap between HOMO and LUMO: 0.2904 0.0428 0.2185 (in Eh, following the order of the records).
Results for E_LUMO: -0.50 -0.43 -4.43 (in eV, following the order of the records).